DFT (wB97M-V/def2-TZVPD) results for an isolated molecule of C4H6BrN.

The value obtained for the electronic energy is -75773.76173 eV. As for the energy above the lowest of the compared OMol25 structures with the same formula, charge and spin: 3.1588 eV.

Geometry (Å):
C -0.987257 0.731643 0.310309
C -0.556448 -0.651168 -0.695562
C -0.505151 0.659463 1.724576
C 0.530750 -0.604124 -1.758224
N -1.509339 1.585054 -0.375755
Br -2.136429 -1.693336 -0.851376
H 0.562188 0.985283 1.783522
H -0.663455 -0.337669 2.142237
H -0.938211 1.312815 2.406086
H 1.323855 0.229126 -1.603499
H 0.204066 -0.470761 -2.831240
H 1.144644 -1.485056 -1.653685

Forces on the atoms, in the same order (eV/Å):
1.5 -1.7 -0.9
-0.6 2.4 1.2
1.4 -0.8 -0.4
0.4 1.8 -0.4
-0.1 -0.2 -0.4
0.7 0.0 -0.4
-0.5 -0.8 -0.4
0.4 0.0 -0.3
-1.5 1.5 0.8
-1.7 -1.0 0.2
0.0 -0.4 1.2
-0.1 -0.7 -0.2



DFT (wB97M-V/def2-TZVPD) results for an isolated molecule of C4H6BrN3O.

The value obtained for the electronic energy is -80801.58073 eV. As for the energy above the lowest of the compared OMol25 structures with the same formula, charge and spin: 2.5237 eV. As for the SMILES: Cc1nn(C)[n+]([O-])c1Br.

Geometry (Å):
C 0.259046 -2.511475 0.050134
C 0.266531 -0.982493 0.089571
N -0.856645 -0.336592 0.009629
N -0.494713 0.875710 -0.017062
C -1.523275 1.918268 0.038029
N 0.808214 1.096889 -0.104165
O 1.325105 2.226467 -0.082643
C 1.392741 -0.094510 -0.070890
Br 3.286927 -0.376336 -0.018613
H 1.113767 -2.824963 0.596320
H -0.797596 -2.690685 0.474084
H 0.367390 -2.782993 -1.078771
H -1.545579 2.529189 -0.971429
H -2.452793 1.302948 0.361246
H -1.149120 2.650574 0.724564

Forces on the atoms, in the same order (eV/Å):
-1.9 2.1 -1.8
2.5 -2.8 -1.3
0.0 -2.3 0.8
-1.9 4.4 -0.8
0.0 0.1 -1.7
0.9 0.2 0.5
0.0 1.2 -0.2
-0.5 -2.0 0.6
-1.7 0.3 -0.1
0.3 -1.0 0.6
1.9 -0.7 -0.7
-0.4 0.0 2.1
-0.5 -1.6 1.8
1.5 1.7 -0.8
-0.3 0.4 0.8